# 1
A molecular structure, C34H37GaN3O2P2. Source: OMol25; level of theory: the ωB97M-V functional and the def2-TZVPD basis.

Last column: Löwdin charge in e.
Element x y z (Å)
Ga 0.68207 -0.53267 0.02554  0.705
N -1.92254 0.60776 -0.76508  -0.302
P -1.76785 -0.88371 0.03388  0.952
C -2.89352 -2.02846 -0.72315  -0.343
C -3.43285 -3.03792 0.07995  -0.075
C -4.28661 -3.97484 -0.48015  -0.037
C -4.59999 -3.90760 -1.83161  -0.024
C -4.05423 -2.91217 -2.63426  -0.041
C -3.19135 -1.97884 -2.08716  -0.080
C -2.18267 -0.67207 1.75746  -0.381
C -3.43235 -0.18261 2.14576  -0.054
C -3.70399 0.01221 3.48862  -0.027
C -2.74183 -0.29746 4.44685  -0.026
C -1.50492 -0.80137 4.06962  -0.049
C -1.22755 -0.98696 2.72290  -0.121
P -0.54766 1.56495 -0.57555  0.948
C -0.78651 2.64433 0.82367  -0.353
C -1.64949 3.73726 0.68765  -0.062
C -1.91209 4.54201 1.78238  -0.028
C -1.31766 4.26696 3.00962  -0.024
C -0.46207 3.18312 3.15118  -0.042
C -0.19963 2.37777 2.05498  -0.099
C -0.32953 2.53594 -2.04616  -0.366
C 0.34482 3.75638 -1.93799  -0.094
C 0.56073 4.52178 -3.07186  -0.034
C 0.11255 4.07407 -4.30908  -0.021
C -0.54704 2.85615 -4.42114  -0.040
C -0.76153 2.08036 -3.29412  -0.080
H -2.50047 0.68767 -1.59361  0.080
H -3.21930 -3.07305 1.14151  0.113
H -4.72241 -4.74589 0.14093  0.124
H -5.27694 -4.63331 -2.26278  0.127
H -4.30527 -2.86437 -3.68511  0.124
H -2.76045 -1.22512 -2.73719  0.098
H -4.18403 0.05605 1.40208  0.125
H -4.66721 0.39794 3.79440  0.126
H -2.96669 -0.15494 5.49572  0.126
H -0.77209 -1.06130 4.82202  0.119
H -0.27289 -1.42958 2.43613  0.082
H -2.11183 3.96124 -0.26633  0.123
H -2.57772 5.38854 1.68139  0.127
H -1.52411 4.90297 3.86037  0.127
H -0.00539 2.97182 4.10887  0.120
H 0.45111 1.52067 2.17088  0.056
H 0.67468 4.12044 -0.97308  0.119
H 1.06567 5.47504 -2.98987  0.126
H 0.27403 4.67985 -5.19104  0.128
H -0.89832 2.51543 -5.38557  0.124
H -1.26220 1.12510 -3.40859  0.098
C 0.43777 -5.03595 0.06824  0.059
C 1.11065 -3.74443 -0.24761  -0.422
O 0.49108 -2.64845 -0.16273  -0.093
N 2.37912 -3.74587 -0.65078  0.132
C 3.05559 -2.49525 -0.96777  -0.087
C 3.39335 -1.72316 0.28567  -0.215
C 4.64562 -1.84893 0.85844  0.040
C 4.96112 -1.15794 2.01686  0.033
C 3.99697 -0.33830 2.58728  0.013
C 2.77502 -0.23803 1.96707  -0.080
N 2.46064 -0.91787 0.83999  0.031
H -0.56834 -4.84415 0.42749  0.094
H 1.00273 -5.58242 0.82508  0.113
H 0.39236 -5.65520 -0.82949  0.117
H 2.88299 -4.61907 -0.70803  0.180
H 2.42425 -1.90876 -1.64132  0.124
H 3.96403 -2.72843 -1.51693  0.149
H 5.37700 -2.48940 0.38302  0.143
H 5.94296 -1.25264 2.46282  0.143
H 4.18641 0.21784 3.49473  0.138
H 2.00579 0.39162 2.39040  0.103
C 4.28255 1.00467 -2.19204  -0.053
C 3.03151 1.82690 -2.00889  -0.255
O 2.38395 1.55779 -0.72885  -0.191
H 4.74071 1.23186 -3.15520  0.099
H 4.06558 -0.06642 -2.17717  0.059
H 5.02214 1.22652 -1.41985  0.090
H 2.27452 1.59604 -2.75800  0.113
H 3.23952 2.89512 -2.06744  0.126
H 2.95954 1.91277 -0.03890  0.100

Output
M: 651.360 g/mol
2S+1: 1
Total charge: +3
Highest occupied orbital energy: -16.4 eV
Kohn-Sham gap: 7.17 eV
Electronic energy: -115355.1026 eV
Relative energy (zero: lowest compared OMol25 entry of this formula, charge and spin): 33.90 kcal per mole
Largest force on an atom: 0.8 eV/Å

# 2
C6H7Br2N in the gas phase at a distorted geometry. Source: OMol25; level of theory: the ωB97M-V functional and the def2-TZVPD basis.

Last column: Löwdin charge in e.
Element x y z (Å)
C -0.02880 -0.36167 -2.58865  -0.235
C -0.51961 0.82677 -0.40654  -0.144
C -0.15242 -0.54404 -1.23127  -0.445
C 0.93739 -1.21445 -0.55187  -0.518
C 0.28074 0.70176 0.90924  -0.753
C -0.47196 0.42174 2.16643  -0.146
N 0.40093 0.00299 -3.59072  0.187
Br 0.88232 -3.14092 -0.40049  0.654
Br 1.80860 1.72388 1.17447  0.781
H -0.29232 1.81747 -0.88010  0.118
H -1.59892 0.79045 -0.13438  0.113
H -1.13562 -1.07420 -1.05095  0.151
H 1.96519 -1.13691 -0.81075  0.026
H 0.11120 0.10871 3.00234  0.072
H -1.31439 -0.23389 1.93375  0.093
H -0.87234 1.31231 2.45949  0.046

Output
M: 252.937 g/mol
2S+1: 1
Highest occupied orbital energy (alpha / beta): -8.3 / -8.9 eV
Kohn-Sham gap (alpha / beta): 7.53 / 8.52 eV
Electronic energy: -147906.1573 eV
Relative energy (zero: lowest compared OMol25 entry of this formula, charge and spin): 79.70 kcal per mole
Largest force on an atom: 5.7 eV/Å

# 3
C2H6IN in the gas phase at a distorted geometry. Source: OMol25; level of theory: the ωB97M-V functional and the def2-TZVPD basis.

Last column: Löwdin charge in e.
Element x y z (Å)
C -1.12204 1.90920 0.20678  -0.390
C 0.62568 -2.02694 0.70927  -0.454
N -0.08190 -1.60725 -0.34681  -0.651
I -1.56258 -0.33190 -0.20878  1.288
H -0.87853 2.43360 -0.74811  -0.004
H -2.09479 2.29936 0.65521  0.009
H -0.24424 1.79364 0.91347  0.004
H 1.56639 -1.60702 0.58627  0.025
H 0.30004 -1.80493 1.76367  0.069
H 0.80184 -3.17465 0.73194  0.104

Output
M: 170.981 g/mol
2S+1: 1
Highest occupied orbital energy: -7.6 eV
Kohn-Sham gap: 7.54 eV
Electronic energy: -11757.2372 eV
Relative energy (zero: lowest compared OMol25 entry of this formula, charge and spin): 79.04 kcal per mole
Largest force on an atom: 5.2 eV/Å

# 4
2 unconnected molecules or ions with the total composition CH4NOP at a distorted geometry. Source: OMol25; level of theory: the ωB97M-V functional and the def2-TZVPD basis.

Last column: Löwdin charge in e.
Element x y z (Å)
C 0.17157 -1.69144 -0.76001  0.116
N 1.26574 -1.65384 -0.39364  -0.240
O 2.36126 -1.48639 0.00320  0.040
P -0.67487 1.93773 0.04557  0.631
H -0.77533 -1.96929 -1.10583  0.065
H -0.70606 0.57016 0.26671  -0.229
H 0.16742 2.14667 1.12849  -0.188
H -1.80973 2.14641 0.81552  -0.196

Output
M: 77.023 g/mol
2S+1: 1
Highest occupied orbital energy: -10.1 eV
Structure (SMILES): C#[N+][O-].P
Kohn-Sham gap: 10.98 eV
Electronic energy: -13924.2347 eV
Relative energy (zero: lowest compared OMol25 entry of this formula, charge and spin): 99.13 kcal per mole
Largest force on an atom: 1.7 eV/Å

# 5
A molecular structure, C46H42BrN9O2Pb. Source: OMol25; level of theory: the ωB97M-V functional and the def2-TZVPD basis.

Last column: Löwdin charge in e.
Element x y z (Å)
Pb 0.41654 -1.18160 -0.72009  1.480
Br 2.45658 5.40832 -3.99825  0.691
C 2.27762 3.57067 -3.54032  -0.712
C 3.40622 2.84297 -3.13470  -0.130
C 3.27842 1.52293 -2.79412  -0.021
C 2.01784 0.84445 -2.77477  -0.409
O 1.96993 -0.38485 -2.41994  -0.219
C 0.88291 1.62040 -3.20237  -0.145
C -0.47616 1.13278 -3.28808  -0.090
N -1.00425 0.19949 -2.58784  0.030
C -2.37079 -0.11093 -2.71837  -0.199
C -3.31958 0.77606 -3.17681  -0.038
C -4.68028 0.42908 -3.28455  -0.088
C -5.11557 -0.80909 -2.91709  -0.051
C -4.19064 -1.74524 -2.40064  -0.159
C -4.58627 -3.03813 -1.98664  -0.006
C -3.66573 -3.90912 -1.48853  -0.044
C -2.33071 -3.47426 -1.37213  -0.146
N -1.92712 -2.28364 -1.73785  0.030
C -2.82204 -1.40396 -2.27621  -0.157
C 1.05931 2.96038 -3.60938  -0.110
H 4.37462 3.32736 -3.10497  0.100
H 4.14083 0.94186 -2.48903  0.116
H -1.08681 1.66237 -4.03036  0.122
H -3.01960 1.77835 -3.45496  0.109
H -5.38196 1.16058 -3.66589  0.113
H -6.15970 -1.08549 -3.00242  0.117
H -5.63011 -3.31839 -2.06701  0.120
H -3.94027 -4.90804 -1.17659  0.108
H -1.57071 -4.12711 -0.94744  0.116
H 0.19646 3.52482 -3.94710  0.105
C 6.98722 -4.86983 0.58800  -0.060
C 5.75390 -4.00454 0.66048  -0.292
C 5.45307 -3.23729 1.78147  -0.052
C 4.29934 -2.48636 1.83983  -0.029
C 3.36669 -2.39000 0.78015  -0.237
N 2.21778 -1.63692 0.91238  -0.070
C 2.22675 -0.54062 1.76502  -0.301
C 3.27558 0.40363 1.77038  -0.032
C 3.23426 1.57177 2.50368  -0.050
C 2.13313 1.89593 3.29676  -0.285
C 2.04549 3.19036 4.06543  -0.044
C 1.09407 0.98465 3.31586  -0.001
C 1.13160 -0.20353 2.58720  -0.152
N -0.03230 -1.04236 2.72131  -0.079
C -0.60715 -1.40599 3.88777  -0.060
C -1.78114 -2.05810 3.58943  -0.057
C -1.84208 -2.03851 2.18763  -0.154
N -0.78592 -1.42125 1.67088  -0.025
C 3.67974 -3.19113 -0.34521  -0.105
C 4.83150 -3.97772 -0.36732  -0.005
N 2.88398 -3.27277 -1.54546  -0.080
C 3.37997 -3.44752 -2.78928  -0.068
C 2.32423 -3.66930 -3.63938  -0.050
C 1.19770 -3.59333 -2.81565  -0.174
N 1.53713 -3.35145 -1.55136  -0.035
H 7.76034 -4.49994 1.26233  0.072
H 7.40167 -4.88748 -0.42107  0.073
H 6.76880 -5.90286 0.87238  0.078
H 6.12351 -3.24849 2.63556  0.111
H 4.08157 -1.93975 2.74749  0.110
H 4.13049 0.20276 1.13546  0.122
H 4.06615 2.26702 2.43979  0.113
H 2.99490 3.72561 4.03880  0.074
H 1.78489 3.01310 5.11028  0.079
H 1.27561 3.84413 3.64641  0.071
H 0.19896 1.20931 3.88860  0.128
H -0.13972 -1.18679 4.83379  0.129
H -2.48049 -2.49286 4.28430  0.093
H -2.59613 -2.44973 1.53156  0.097
H 4.99816 -4.62118 -1.22393  0.114
H 4.43443 -3.37670 -2.99337  0.128
H 2.36551 -3.82822 -4.70364  0.096
H 0.15510 -3.67131 -3.08367  0.094
C -4.37063 0.92939 0.02083  -0.055
C -3.96020 2.39975 -0.02711  -0.192
N -3.79687 3.00204 1.29529  -0.050
C -5.01111 3.28047 2.06339  -0.199
C -5.23488 2.30298 3.21184  -0.069
C -2.61770 3.39051 1.85006  -0.412
O -2.57159 3.99674 2.91378  0.061
C -1.32999 3.08438 1.14093  -0.112
C -0.36846 4.08518 1.02868  0.007
C 0.86121 3.77684 0.47774  -0.023
C 1.10433 2.46775 0.07788  -0.115
N 0.19149 1.50462 0.19136  0.041
C -0.99133 1.81651 0.71432  -0.102
H -4.35172 0.50065 -0.98528  0.028
H -5.38075 0.81487 0.41986  0.080
H -3.69009 0.35627 0.65555  0.069
H -4.72200 2.97152 -0.56332  0.122
H -3.03490 2.51149 -0.58392  0.105
H -5.84723 3.24684 1.36382  0.116
H -4.93493 4.29177 2.46084  0.118
H -5.29456 1.27465 2.85030  0.064
H -6.16661 2.54186 3.72893  0.075
H -4.41605 2.37722 3.92592  0.072
H -0.59812 5.08432 1.37752  0.127
H 1.62907 4.53084 0.36173  0.116
H 2.06738 2.18320 -0.33351  0.112
H -1.69108 0.98988 0.80603  0.099

Output
M: 1040.007 g/mol
2S+1: 1
Highest occupied orbital energy: -6.5 eV
Kohn-Sham gap: 5.88 eV
Electronic energy: -141181.0919 eV
Relative energy (zero: lowest compared OMol25 entry of this formula, charge and spin): 0.00 kcal per mole
Largest force on an atom: 0.6 eV/Å

# 6
A molecular structure, C17H41ClLiN2O5 at a distorted geometry. Source: OMol25; level of theory: the ωB97M-V functional and the def2-TZVPD basis.

Last column: Löwdin charge in e.
Element x y z (Å)
Li -1.24433 1.00186 -4.52676  0.701
Cl 0.34310 0.57215 -2.74133  -0.261
C -5.81784 -1.59732 0.57823  -0.062
C -4.36240 -2.00442 0.33339  -0.154
N -3.56511 -1.01664 -0.57283  -0.185
C -4.22122 -0.83332 -1.92970  0.009
C -3.51936 0.37911 0.19082  -0.075
C -2.56975 1.50143 -0.55369  -0.044
C -2.08813 -1.68070 -0.78676  -0.023
C -1.13404 -1.72495 0.44049  -0.188
O -1.80370 -2.15040 1.60687  -0.213
C -1.64252 -3.51872 2.05455  -0.060
H -6.44130 -1.77754 -0.29752  0.081
H -5.93156 -0.52913 0.76300  0.070
H -6.29799 -1.90203 1.50812  0.099
H -4.22655 -3.05616 0.08145  0.133
H -3.96242 -1.94484 1.34560  0.110
H -3.58600 -0.28204 -2.62301  0.085
H -5.24110 -0.45388 -1.86680  0.112
H -4.22984 -1.80494 -2.42365  0.112
H -3.17570 0.23969 1.21578  0.118
H -4.48914 0.87535 0.15371  0.109
H -2.38475 2.32731 0.13317  0.075
H -2.99112 1.87505 -1.48694  0.069
H -1.57052 1.07147 -0.62268  -0.004
H -1.60922 -1.18560 -1.63152  0.057
H -2.25841 -2.68367 -1.17812  0.130
H -0.65954 -0.77265 0.67725  0.091
H -0.21411 -2.28109 0.26006  0.132
H -2.23173 -4.21730 1.46049  0.081
H -1.93379 -3.70563 3.08815  0.101
H -0.68038 -4.00092 1.88173  0.089
C 4.32275 2.41013 2.42607  -0.039
C 3.97763 0.93157 1.99191  -0.130
N 3.58246 0.77890 0.50214  -0.238
C 4.76249 1.02297 -0.37416  0.001
C 2.93749 -0.66242 0.30859  -0.108
C 3.93418 -1.87685 0.56645  -0.037
C 2.48737 1.78309 0.06668  -0.055
C 1.02100 1.67395 0.76769  -0.187
O 1.11268 1.56389 2.17026  -0.211
C -0.08926 1.80025 2.97744  -0.031
H 3.37298 2.94384 2.39162  0.063
H 5.03537 2.99382 1.84334  0.085
H 4.52549 2.35675 3.49572  0.094
H 3.18551 0.56717 2.64601  0.122
H 4.90310 0.37680 2.14631  0.119
H 5.57569 0.54854 0.17513  0.102
H 5.16572 2.03563 -0.38137  0.112
H 4.71469 0.60570 -1.38000  0.123
H 2.55168 -0.71803 -0.70932  0.104
H 2.08236 -0.72808 0.98129  0.105
H 4.25532 -1.88819 1.60800  0.072
H 4.88312 -1.82713 0.03246  0.076
H 3.42022 -2.81231 0.34539  0.082
H 2.26650 1.82012 -1.00007  0.086
H 3.04396 2.68121 0.33438  0.110
H 0.65182 0.74308 0.33726  0.048
H 0.37144 2.46864 0.40074  0.125
H -0.89845 1.08627 2.82402  0.071
H -0.51633 2.76729 2.71185  0.091
H 0.11703 1.71160 4.04405  0.098
O 2.42484 1.88666 -5.02920  0.211
C 1.83692 1.50485 -6.07064  -0.856
O 2.48686 1.24000 -7.06613  0.369
O 0.61106 1.52155 -6.11034  0.078
H 1.62476 1.96921 -4.50513  0.048

Output
M: 395.918 g/mol
2S+1: 2
Total charge: +2
Highest occupied orbital energy (alpha / beta): -15.1 / -15.1 eV
Kohn-Sham gap (alpha / beta): 9.55 / 7.23 eV
Electronic energy: -44221.4804 eV
Relative energy (zero: lowest compared OMol25 entry of this formula, charge and spin): 37.62 kcal per mole
Largest force on an atom: 3.9 eV/Å